(1)
Computed, not measured: a 2-piece molecular cluster, C4H10NO overall at a distorted geometry, with ωB97M-V/def2-TZVPD.

Atoms and positions in Å:
H (1.516490, -0.324825, -0.272457)
H (-0.547632, 0.507078, -1.608043)
N (-0.767083, -0.122729, 0.323436)
H (-2.451551, -1.467951, -0.202499)
C (-0.892924, 0.263783, 1.631150)
C (2.474670, -0.343877, 0.234205)
H (-1.705224, 0.974672, 1.814951)
H (-0.771715, -1.850426, -0.982680)
H (4.356145, 0.153314, 0.346146)
C (-1.360311, 0.337547, -0.910404)
H (-2.119499, 1.061075, -0.824613)
H (-1.065994, -0.621006, 2.287912)
H (2.370445, -0.689083, 1.268686)
O (3.519082, 0.198020, -0.252741)
H (0.075506, 0.579757, 2.025347)
C (-1.389871, -1.138349, -0.453132)

Forces on the atoms, in the same order (eV/Å):
H -0.2 0.1 -0.9
H -0.5 0.6 -0.5
N 2.2 -1.4 -2.8
H 1.6 0.2 -0.1
C -0.8 -0.6 3.1
C 0.7 1.2 0.5
H 0.3 0.2 0.2
H 0.0 -0.1 0.1
H -1.6 0.1 -1.0
C 2.4 -1.5 0.7
H -1.3 0.3 -0.2
H -0.4 0.4 -0.5
H 0.8 -0.2 -0.1
O 0.0 -1.2 1.6
H -0.2 0.9 0.1
C -3.0 1.2 -0.1

Summary:
frontier orbital gap	5.22	eV
total charge	+1
energy above the lowest of the compared OMol25 structures with the same formula, charge and spin	117.3	kcal/mol

***

(2)
Computed, not measured: a 2-piece molecular cluster, C4H10NO overall at a distorted geometry, with ωB97M-V/def2-TZVPD.

Atoms and positions in Å:
H (0.771473, -3.088234, -2.239165)
C (1.049896, 1.231907, -0.029878)
H (1.499015, 2.221218, -0.044891)
O (0.911360, -2.155480, -2.029025)
H (-1.654915, 1.191926, 1.977605)
H (-0.866711, -0.774748, -1.441100)
H (-0.383625, -0.898191, 1.586952)
C (-0.959943, 1.795810, 1.387319)
N (-0.458179, -0.513476, 0.641580)
H (-1.542560, 2.512557, 0.758202)
H (1.828625, -1.880911, -1.881338)
H (1.726721, 0.467394, -0.382490)
C (-0.665738, -1.177807, -0.452067)
H (-0.664940, -2.259504, -0.546512)
C (-0.164289, 0.911406, 0.587240)
H (-0.426190, 2.416133, 2.107567)

Forces on the atoms, in the same order (eV/Å):
H 0.8 0.0 -0.1
C 0.9 0.3 -0.2
H -0.5 0.3 0.0
O -0.5 1.1 0.6
H -0.3 0.3 -0.2
H 0.2 0.9 0.3
H -0.2 -0.6 -0.2
C -1.1 -0.6 0.6
N 0.3 1.2 -1.2
H 0.2 -0.1 0.0
H -0.1 -1.1 -0.5
H -0.2 -0.3 -0.2
C 0.0 -1.4 -0.5
H -0.5 0.0 1.1
C 0.3 -0.5 0.6
H 0.6 0.4 -0.2

Summary:
multiplicity	2
frontier orbital gap (spin up / spin down)	9.63 / 6.08	eV
total charge	+2
energy above the lowest of the compared OMol25 structures with the same formula, charge and spin	44.7	kcal/mol

***

(3)
Computed, not measured: a 2-piece molecular cluster, C4H10NO2 overall at a distorted geometry, with ωB97M-V/def2-TZVPD.

Atoms and positions in Å:
H (1.113591, 0.092814, -0.295977)
H (-1.027143, -1.371104, 2.366537)
N (-0.735137, 0.672740, 0.498738)
O (0.795836, 0.351978, -2.940621)
H (-0.676938, 1.571635, 2.363714)
H (-1.020598, 0.652047, -2.247007)
H (0.214611, 1.786189, -1.653073)
H (0.152755, -1.891599, -1.704448)
H (-0.432989, -0.935590, 2.486263)
H (0.484939, 2.311466, 1.101968)
O (0.981156, -2.421026, 0.041949)
C (0.008275, 1.362671, 1.490884)
C (0.041570, -0.039979, -0.460004)
C (0.137039, -1.639376, -0.648546)
H (-0.898562, -2.052075, -0.476132)
C (-0.015750, 0.730126, -1.914790)
H (0.877352, 0.819079, 1.990537)

Forces on the atoms, in the same order (eV/Å):
H 0.4 0.3 0.7
H 0.1 0.1 0.1
N 1.7 -2.9 -2.9
O -1.0 0.0 2.8
H 0.6 0.3 -1.0
H -1.6 -0.2 0.1
H 0.0 -0.4 0.6
H 1.0 1.2 -1.0
H -0.2 -0.3 0.0
H -0.6 -0.6 0.2
O -0.2 2.6 -0.2
C 0.7 0.3 1.7
C 1.2 2.7 3.8
C -2.5 -4.9 -0.1
H -0.2 0.9 0.7
C 1.4 0.7 -4.5
H -0.7 0.1 -1.0

Summary:
frontier orbital gap	5.77	eV
total charge	-1
energy above the lowest of the compared OMol25 structures with the same formula, charge and spin	202.0	kcal/mol

***

(4)
Computed, not measured: an isolated ion of composition C4H10NO2 and charge +1 at a distorted geometry, with ωB97M-V/def2-TZVPD.

Atoms and positions in Å:
H (0.953208, 0.882632, 1.418429)
H (0.491200, 1.574976, -0.949801)
H (2.346108, -0.194863, -0.313640)
H (-2.413804, 2.255716, -1.997118)
C (0.099361, 0.531631, -0.726276)
C (-0.494294, -0.845020, 1.561084)
H (-1.473797, -0.402075, 1.172459)
N (1.690817, -0.863214, 0.377131)
H (-0.490672, -1.982114, 1.325642)
C (0.452589, 0.021508, 0.671101)
H (2.138516, -1.142372, 1.171721)
C (-1.278097, 0.761471, -1.288543)
O (-1.550143, 1.982581, -1.855544)
H (0.548583, -0.150018, -1.593970)
O (-2.079206, -0.158976, -1.274693)
H (-0.481089, -0.539094, 2.504835)
H (1.540723, -1.732772, -0.202825)

Forces on the atoms, in the same order (eV/Å):
H -1.5 -2.0 -2.4
H 0.6 -1.3 0.8
H -1.6 -2.4 2.6
H -3.0 -0.1 -0.4
C 1.2 2.0 -3.3
C -2.1 -0.3 -6.5
H 0.6 -1.3 0.7
N 0.6 2.7 -5.8
H 0.0 2.1 0.6
C 1.8 0.0 2.4
H 1.9 -0.7 2.9
C -3.7 -1.6 0.1
O 4.9 -1.4 1.5
H -0.8 1.2 1.9
O 0.8 1.4 0.0
H 0.6 0.6 4.2
H -0.5 1.1 0.7

Summary:
frontier orbital gap	10.29	eV
SMILES	C[C@@H]([NH3+])CC(=O)O
total charge	+1
energy above the lowest of the compared OMol25 structures with the same formula, charge and spin	68.2	kcal/mol

***

(5)
Computed, not measured: a 2-piece molecular cluster, C4H10NO2 overall at a distorted geometry, with ωB97M-V/def2-TZVPD.

Atoms and positions in Å:
H (-1.292393, -1.531438, 0.322952)
O (0.129107, -2.101099, 0.007180)
C (1.438737, -0.199381, 0.481630)
C (-1.726813, 0.297964, -0.072528)
H (-3.705815, 0.545510, 0.077857)
H (1.522706, -0.995797, -1.384853)
O (-2.016822, -0.939135, 0.165342)
H (2.363679, 1.290064, -0.934812)
N (-2.824832, 1.056243, -0.038240)
C (1.092744, -1.067702, -0.452783)
H (3.042500, 1.097098, 0.638373)
H (1.636879, 2.016884, 0.511497)
C (2.144583, 1.095972, 0.056421)
H (0.515434, -2.827688, -0.475923)
H (1.137116, -0.411185, 1.425406)
H (-0.734297, 0.604983, -0.299342)
H (-2.722510, 2.068706, -0.028169)

Forces on the atoms, in the same order (eV/Å):
H 2.0 -1.2 -0.4
O 3.1 1.1 -1.8
C 0.7 1.6 -4.4
C -4.0 -1.0 0.7
H 0.3 0.7 0.2
H 0.0 -0.7 -2.5
O -1.7 2.0 -0.1
H 0.2 -0.2 -2.1
N 2.3 -0.3 -0.3
C -1.9 -0.1 4.1
H 1.0 0.2 0.1
H 0.2 -1.2 -0.8
C -1.1 0.3 4.3
H -0.6 -1.4 0.1
H -0.8 0.0 3.0
H 0.7 0.6 0.1
H -0.5 -0.4 -0.3

Summary:
frontier orbital gap	9.27	eV
total charge	+1
energy above the lowest of the compared OMol25 structures with the same formula, charge and spin	63.8	kcal/mol

***

(6)
Computed, not measured: an isolated ion of composition C4H10NO2 and charge +1 at a distorted geometry, with ωB97M-V/def2-TZVPD.

Atoms and positions in Å:
H (-2.992488, -0.559242, 1.129908)
H (-0.537414, 2.102986, -1.181600)
H (0.152866, -0.589876, 1.233890)
C (0.513338, -0.967450, 0.278037)
C (2.011366, -0.790530, 0.093794)
H (-0.574527, 1.557592, 0.376364)
H (2.610960, -1.430946, 0.763982)
C (-0.535954, -0.008561, -0.830709)
H (0.101755, -1.960904, 0.147037)
H (-0.152567, -0.231131, -1.842087)
N (-0.176827, 1.382777, -0.551798)
H (2.249184, -1.066664, -0.946914)
O (2.389470, 0.539047, 0.379421)
H (-2.592570, -1.008549, -0.739184)
H (1.885171, 1.154336, -0.215315)
O (-2.309394, 0.071185, 0.861775)
C (-1.870153, -0.309560, -0.393488)

Forces on the atoms, in the same order (eV/Å):
H -0.6 0.2 0.1
H -0.1 -0.7 -0.1
H 0.2 0.1 0.1
C -2.1 0.2 0.0
C -0.2 1.0 -1.1
H 0.6 0.7 -0.2
H -0.7 0.0 -0.2
C 2.0 1.2 0.1
H 0.5 -0.5 0.0
H -1.1 -0.5 0.4
N -0.4 0.2 1.2
H 0.2 0.0 0.2
O -0.4 0.4 -0.6
H -0.1 -0.8 -1.3
H 0.6 -0.8 0.8
O 2.3 -0.4 -3.6
C -0.8 -0.4 4.2

Summary:
frontier orbital gap	7.03	eV
total charge	+1
energy above the lowest of the compared OMol25 structures with the same formula, charge and spin	100.7	kcal/mol

***

> Which value of total charge does entry 1 give?

+1

***

> energy above the lowest of the compared OMol25 structures with the same formula, charge and spin of number 6 (C4H10NO2)?

100.7 kcal/mol